Below is C11H15ClMoN2O2S as an isolated structure, with properties calculated with ωB97M-V with the def2-TZVPD basis set.

Atoms and positions in Å:
Cl 2.31787 1.19514 1.16910
C 0.65150 0.20860 -2.34117
C -0.22872 -0.91490 -2.19553
C 0.43213 -1.89350 -1.40276
H -1.20886 -1.01323 -2.64346
C 1.74045 -1.38774 -1.03194
C 1.84629 -0.08217 -1.63737
H 2.69791 0.57261 -1.50474
H 0.44427 1.11350 -2.90260
H 0.05444 -2.87413 -1.12941
C 2.77328 -2.07426 -0.23601
Mo 0.11180 -0.03331 -0.02657
C -1.88833 -0.42673 0.10610
C -0.55858 1.84043 0.41330
O -3.05713 -0.65719 0.19177
O -0.86366 2.94012 0.72450
H 2.31042 -2.69584 0.53293
H 3.40273 -1.32762 0.25089
H 3.40087 -2.71219 -0.86435
C -1.03453 2.33423 5.13359
N -0.39595 1.79971 3.89380
C -1.00921 0.87703 3.14544
S 0.00712 -0.42471 2.50166
N -2.30775 0.80889 2.88975
C -3.21375 1.98562 2.77367
H -2.04046 2.69722 4.92222
H -0.44675 3.16267 5.53679
H -1.08982 1.53601 5.87836
H 0.64083 1.74004 4.01526
H -2.77530 -0.08556 2.61544
H -3.67873 2.00840 1.78288
H -4.00229 1.92340 3.53780
H -2.63120 2.89836 2.88870

Its expectation value of S² is 2.03. Its highest occupied orbital energy (spin up / spin down) is -0.596 / -0.591 Ha. The HOMO-LUMO gap (spin up / spin down) comes out at 6.9 / 5.6 eV. For the total energy, the calculation gives -1614.108330 hartree. Its spin multiplicity is 3. The value obtained for the LUMO energy (spin up / spin down) is -9.3209 / -10.4926 eV. The total charge is +2. Its energy above the lowest of the compared OMol25 structures with the same formula, charge and spin is 0.00 kcal/mol.